C33H21F6IN4O13S2TeW as an isolated structure, computed with wB97M-V/def2-TZVPD.

Calculated values
orbital gap (alpha / beta) = 6.85 / 6.90 eV
multiplicity = 1
ΔE to the lowest compared entry with this formula, charge and spin = 29.43 kJ/mol
charge = 0

Cartesian coordinates (Å):
W  0.28285  0.49753  -0.35648
O  -5.95027  0.54644  0.07179
C  -4.60623  0.48543  0.02991
C  -3.80780  0.49820  1.17273
C  -2.44172  0.46045  1.01288
N  -1.86217  0.44987  -0.18783
C  -2.62863  0.32054  -1.27309
C  -4.00131  0.34272  -1.21804
C  -1.79850  -0.01936  -2.46952
O  -2.25501  -0.41962  -3.50667
O  -0.51268  0.09299  -2.18547
C  -1.43955  0.26155  2.10527
O  -1.72857  0.17081  3.26729
O  -0.23089  0.12699  1.59131
H  -6.25678  0.61503  0.98325
H  -4.21545  0.50108  2.17616
H  -4.58047  0.22460  -2.12301
F  3.76279  -0.03671  4.13825
C  2.93621  -0.40837  3.17071
F  1.70740  -0.51179  3.65416
F  3.31891  -1.59611  2.69778
S  3.00345  0.81532  1.79330
O  2.12048  0.19012  0.79591
O  4.37609  0.91457  1.44851
N  2.41322  2.09174  2.44552
S  1.07085  2.82103  2.14164
O  0.47732  2.45061  0.84860
O  0.18972  2.91289  3.25314
C  1.65900  4.54009  1.82510
F  2.40423  4.94794  2.84326
F  0.59745  5.33521  1.71630
F  2.36420  4.59620  0.70575
I  1.13955  -4.78259  2.44911
C  1.03713  -3.73712  0.65635
C  1.34371  -4.34358  -0.55047
C  1.25797  -3.58064  -1.70172
C  0.87655  -2.25686  -1.61489
N  0.57993  -1.67146  -0.44162
C  0.66713  -2.40580  0.67982
H  1.64679  -5.38080  -0.58971
H  1.50005  -3.99600  -2.66978
H  0.80214  -1.63166  -2.48998
H  0.44600  -1.90004  1.60716
Te  0.07830  3.12568  -1.88707
C  -1.16556  4.45484  -0.83233
C  -1.07968  5.80999  -1.12742
C  -1.88837  6.71673  -0.45507
C  -2.77511  6.27212  0.51390
C  -2.85932  4.91838  0.81007
C  -2.05706  4.00968  0.13704
C  -1.29205  2.79693  -3.45532
C  -0.77959  2.29755  -4.64788
C  -1.63200  2.02222  -5.70468
C  -2.99444  2.25105  -5.57714
C  -3.50303  2.76169  -4.39219
C  -2.65537  3.03418  -3.32680
H  -0.38010  6.16182  -1.87547
H  -1.81671  7.77194  -0.68414
H  -3.39680  6.98142  1.04446
H  -3.54154  4.56909  1.57458
H  -2.11360  2.95828  0.38118
H  0.28224  2.10505  -4.75036
H  -1.23189  1.61819  -6.62513
H  -3.65954  2.02970  -6.40147
H  -4.56504  2.94776  -4.29182
H  -3.06053  3.43288  -2.40486
O  3.01880  2.23965  -1.01564
C  2.92084  1.21525  -1.66675
O  1.85834  0.46000  -1.72423
C  4.06641  0.69483  -2.48684
C  5.25302  1.41600  -2.54541
C  6.32972  0.93462  -3.27671
C  6.23522  -0.27584  -3.94629
C  5.04716  -0.98060  -3.86167
C  3.96098  -0.51975  -3.14702
N  4.93548  -2.28373  -4.54294
O  5.87114  -2.64727  -5.22426
O  3.90582  -2.91420  -4.39220
H  5.31312  2.35003  -2.00299
H  7.25116  1.49889  -3.32006
H  7.05831  -0.67900  -4.51706
H  3.05235  -1.09683  -3.09976

=====

An isolated ion of composition C3H8NOS and charge -1, computed with wB97M-V/def2-TZVPD.

Calculated values
orbital gap = 5.70 eV
SMILES = [O-]CNCCS
multiplicity = 1
ΔE to the lowest compared entry with this formula, charge and spin = 173.98 kJ/mol
charge = -1

Cartesian coordinates (Å):
C  0.59658  -0.03758  -0.45253
C  0.86987  -0.42614  0.99139
S  2.55095  0.06078  1.51802
N  -0.67974  -0.57744  -0.91141
C  -1.86262  0.16102  -0.33461
O  -2.01701  1.40391  -0.79899
H  1.37848  -0.48509  -1.07385
H  0.63736  1.05256  -0.57072
H  0.17311  0.07811  1.64678
H  0.79108  -1.50462  1.06884
H  2.72208  1.02853  0.61242
H  -0.73100  -0.34782  -1.90145
H  -1.71419  0.11085  0.77123
H  -2.71495  -0.51707  -0.56512

=====

A 3-piece molecular cluster, C2H11N2O2 overall at a distorted geometry, computed with wB97M-V/def2-TZVPD.

Calculated values
orbital gap = 11.24 eV
multiplicity = 1
ΔE to the lowest compared entry with this formula, charge and spin = 71.54 kJ/mol
charge = +1

Cartesian coordinates (Å):
C  0.65459  1.77991  -1.09695
N  0.01668  0.58677  -0.54862
C  -1.08708  0.11309  -1.05047
N  -1.65380  -1.01339  -0.62346
H  -0.02942  2.62804  -1.22460
H  1.19988  1.69989  -2.04364
H  1.39267  2.08990  -0.36390
H  0.63534  -0.02632  -0.00307
H  -1.60964  0.75196  -1.76708
H  -1.50051  -1.16266  0.39020
H  -2.20798  -1.48569  -1.31549
H  2.95270  -1.32322  0.48435
H  1.94865  -0.96560  1.45825
O  2.04352  -0.94804  0.48937
H  -0.78721  -0.20182  2.65581
H  -1.08852  -1.63228  2.57142
O  -0.87988  -0.89053  1.98788

=====

A 2-piece molecular cluster, CH2Cl2S2 overall at a distorted geometry, computed with wB97M-V/def2-TZVPD.

Calculated values
orbital gap = 8.65 eV
SMILES = S=C(Cl)Cl.S
multiplicity = 1
ΔE to the lowest compared entry with this formula, charge and spin = 55.51 kJ/mol
charge = 0

Cartesian coordinates (Å):
C  -1.80229  1.25034  -0.41500
S  2.03522  -1.81722  1.05955
S  -0.93540  2.61589  -0.33097
Cl  -2.28297  0.53547  -1.90724
Cl  -2.47567  0.46130  0.93967
H  2.96346  -2.32477  0.23207
H  2.49764  -0.72103  0.42192

=====

C26H31N7RhS2Si as an isolated structure, computed with wB97M-V/def2-TZVPD.

Calculated values
orbital gap (alpha / beta) = 6.35 / 5.12 eV
multiplicity = 5
charge = +1

Cartesian coordinates (Å):
Rh  0.07262  0.81070  0.31703
N  3.09198  -0.60770  -2.23525
C  3.14103  -2.00339  -2.31453
C  4.00466  -2.61312  -3.21942
C  4.04408  -3.98989  -3.33285
C  3.22195  -4.78657  -2.54402
C  2.36595  -4.19182  -1.63812
C  2.33051  -2.80526  -1.51967
S  1.26270  -2.11202  -0.32926
N  1.40002  -0.46804  -0.57571
C  2.20933  0.11423  -1.48224
C  2.08200  1.50604  -1.63829
C  2.90745  2.31374  -2.45912
C  2.63560  3.63921  -2.61144
C  1.51819  4.19958  -1.95172
C  0.77087  3.39257  -1.13811
N  1.02841  2.08652  -0.94257
H  3.64435  -0.10535  -2.90463
H  4.64811  -1.99277  -3.83518
H  4.71600  -4.44627  -4.04725
H  3.25091  -5.86416  -2.63609
H  1.71125  -4.79267  -1.01477
H  3.76572  1.88386  -2.95989
H  3.26881  4.25674  -3.23563
H  1.25372  5.24060  -2.06772
H  -0.08550  3.79349  -0.61147
N  -0.78639  -0.71756  1.54878
H  -1.33396  -0.38629  2.33448
H  -0.11895  -1.39754  1.90066
H  -1.39383  -1.25468  0.92042
C  -0.97034  -5.12744  2.70445
C  -1.46542  -4.99088  1.29370
C  -2.22032  -5.97787  0.67933
C  -2.62340  -5.73730  -0.62210
N  -2.31178  -4.62423  -1.27998
C  -1.60685  -3.71621  -0.60384
S  -1.23692  -2.22997  -1.46717
N  -1.16657  -3.85400  0.65636
H  -1.09679  -6.14273  3.07604
H  -1.52796  -4.45067  3.35546
H  0.08165  -4.84971  2.76246
H  -2.48270  -6.89021  1.19627
H  -3.20863  -6.46766  -1.17159
C  -2.55297  1.43891  -1.15158
Si  -2.72840  2.21491  0.54001
C  -3.58487  3.85823  0.40776
C  -3.70674  1.11630  1.68393
N  -1.05118  2.23006  1.16695
C  -0.38813  3.13085  1.94326
C  -0.88200  4.43583  2.20208
C  -0.11286  5.35275  2.88326
C  1.15290  5.00539  3.35364
C  1.64208  3.71128  3.15724
C  0.88526  2.78834  2.47898
H  -3.48918  0.95953  -1.45422
H  -1.78615  0.65455  -1.19631
H  -2.29418  2.18803  -1.90612
H  -4.53674  3.69610  -0.10838
H  -3.01653  4.59221  -0.17121
H  -3.81372  4.28256  1.38899
H  -4.76936  1.35120  1.57278
H  -3.44134  1.27898  2.73354
H  -3.58347  0.05544  1.44709
H  -1.85373  4.72077  1.82714
H  -0.49375  6.35226  3.05035
H  1.75257  5.73553  3.88270
H  2.61378  3.43370  3.54473
H  1.24715  1.77301  2.36756

=====

Number 1: total energy -4495.71252 hartree. Number 2: total energy -647.27328 hartree. Number 3: total energy -342.56120 hartree. Number 4: total energy -1756.01962 hartree. Number 5: total energy -2588.88453 hartree.